Computed, not measured: a cluster of 2 separate species, C4H7ClN in total, with wB97M-V/def2-TZVPD.

Each line ends with the natural charge from an NBO analysis.
CARTESIAN COORDINATES (ANGSTROEM)
1 C -0.27 -0.90 -0.03  0.289
2 C -0.09 1.55 -0.01  0.463
3 C -1.47 -1.69 0.20  -0.698
4 C 0.02 2.84 0.00  -0.405
5 N -0.22 0.36 -0.03  -0.315
6 Cl 2.98 -0.62 0.14  -0.277
7 H 0.68 -1.41 -0.20  0.254
8 H -2.39 -1.10 0.16  0.256
9 H -1.40 -2.16 1.19  0.288
10 H -1.51 -2.52 -0.51  0.278
11 H 3.49 -1.13 -0.91  0.293
12 H -0.82 3.48 0.18  0.287
13 H 0.98 3.31 -0.16  0.287

The strongest force on any atom comes out at 0.0128 hartree/bohr. The HOMO energy is -15.18 eV. The value obtained for the HOMO-LUMO gap is 9.7 eV. Its total energy is -671.2279 a.u. The net charge is +1. The energy above the lowest of the compared OMol25 structures with the same formula, charge and spin comes out at 45.8 kcal per mole.